{"formula": "C2H3NOS2", "method": "ωB97M-V with the def2-TZVPD basis set", "e_tot_ev": -27328.9478, "homo_ev": -9.1, "smiles": "NC(=S)C(O)=S", "gap_ev": 7.9, "lumo_energy_ev": -1.25, "spin_multiplicity": 1, "charge": 0, "species": ["H", "N", "S", "H", "S", "C", "H", "C", "O"], "xyz": [[2.259624, 0.391642, -0.109060], [1.368136, -0.422709, -0.156880], [-1.112207, -1.411112, -1.397531], [1.349961, -1.300445, -0.614032], [0.330209, 1.502692, 1.076497], [-0.954298, -0.415123, -0.176991], [-1.527880, 1.074702, 0.775802], [0.307512, 0.223782, 0.220406], [-2.021056, 0.356573, 0.381789]], "forces_ev_per_angstrom": [[-2.87, -4.12, -0.30], [5.46, 4.06, 0.28], [-0.37, -1.24, -0.42], [0.15, -0.56, -0.78], [0.69, 4.99, 2.83], [-3.78, 3.41, 0.87], [0.13, 1.17, 0.99], [-0.30, -3.93, -1.31], [0.89, -3.78, -2.16]]}



{"formula": "C2H3NOS2", "method": "ωB97M-V with the def2-TZVPD basis set", "e_tot_ev": -27326.5020, "homo_ev": [-6.9, -9.2], "s2": 2.025, "gap_ev": [7.5, 7.3], "lumo_energy_ev": [0.55, -1.93], "spin_multiplicity": 3, "charge": 0, "species": ["O", "C", "C", "H", "N", "H", "H", "S", "S"], "xyz": [[-3.048781, -0.610774, -0.555776], [0.506589, 1.201413, 0.058780], [1.089040, -0.049936, 0.074152], [0.912585, -2.125249, 0.027080], [0.383290, -1.174276, 0.222086], [2.049241, -0.125488, -0.178035], [1.064524, 2.193037, 0.254484], [-1.164569, 1.318167, -0.085081], [-1.791923, -0.626898, 0.182314]], "forces_ev_per_angstrom": [[-2.03, 0.31, -1.05], [0.40, 2.13, 0.80], [-2.86, -2.76, 0.45], [-1.01, 2.76, 0.70], [3.24, -0.40, -0.86], [4.21, -0.10, -0.51], [-0.77, -1.95, -0.67], [-0.21, 1.79, -0.11], [-0.98, -1.77, 1.25]]}



{"formula": "C2H3NP2", "method": "ωB97M-V with the def2-TZVPD basis set", "e_tot_ev": -22186.1063, "homo_ev": -7.6, "gap_ev": 7.0, "lumo_energy_ev": -0.60, "spin_multiplicity": 1, "charge": 0, "species": ["P", "C", "C", "H", "N", "H", "H", "P"], "xyz": [[0.627022, 0.863183, -0.870934], [-0.464362, -0.261407, -0.008774], [0.684050, -2.139817, 1.008782], [-1.593155, -0.056179, 0.016839], [0.023186, -1.275559, 0.604943], [1.249547, -2.461637, 1.826532], [0.217064, 2.993393, -1.555029], [-0.743352, 2.338023, -1.022359]], "forces_ev_per_angstrom": [[-0.97, -0.26, 0.65], [-2.00, 1.08, -0.72], [0.39, -1.88, -0.35], [1.83, -0.61, 0.18], [-0.26, 0.97, -0.18], [0.49, -0.11, 1.03], [2.69, 2.66, -1.97], [-2.18, -1.85, 1.35]]}



{"formula": "C2H3NS", "method": "ωB97M-V with the def2-TZVPD basis set", "e_tot_ev": -14444.1215, "homo_ev": [-9.7, -9.7], "gap_ev": [6.7, 6.7], "lumo_energy_ev": [-2.99, -2.99], "spin_multiplicity": 1, "charge": 0, "species": ["C", "C", "H", "N", "H", "S", "H"], "xyz": [[0.090432, -0.731932, -0.177593], [1.303064, -0.168403, -0.193555], [-0.441628, -0.694288, 0.784978], [2.366903, 0.307475, -0.175286], [-1.122662, 1.796941, 0.676621], [-2.054525, 1.088709, -0.146480], [-0.141582, -1.598503, -0.768682]], "forces_ev_per_angstrom": [[-4.92, -0.19, 1.71], [3.88, 2.17, -0.40], [0.54, -0.36, -0.41], [-1.11, -0.51, -0.02], [-1.31, -0.84, -1.08], [3.12, -0.43, 0.73], [-0.19, 0.15, -0.54]]}



{"formula": "C2H3NS", "method": "ωB97M-V with the def2-TZVPD basis set", "e_tot_ev": -14444.1860, "homo_ev": -8.5, "smiles": "C#CSN", "gap_ev": 8.9, "lumo_energy_ev": 0.42, "spin_multiplicity": 1, "charge": 0, "species": ["C", "H", "N", "S", "C", "H", "H"], "xyz": [[-0.937504, -0.836782, -0.863577], [1.103825, 0.436746, 0.074533], [0.783202, 0.038260, 0.937314], [-0.259539, -1.261052, 0.575291], [-1.428180, -0.418472, -2.067574], [0.259638, 0.602194, 1.462369], [-1.692236, -0.117517, -3.022354]], "forces_ev_per_angstrom": [[-4.24, 3.57, -10.09], [0.24, 0.43, -0.11], [1.94, -3.26, -1.99], [0.35, -0.92, 0.42], [4.23, -3.54, 10.69], [-2.12, 3.44, 2.31], [-0.41, 0.28, -1.23]]}



{"formula": "C2H3NS2", "method": "ωB97M-V with the def2-TZVPD basis set", "e_tot_ev": -25279.3410, "homo_ev": -8.5, "gap_ev": 7.3, "lumo_energy_ev": -1.24, "spin_multiplicity": 1, "charge": 0, "species": ["N", "C", "C", "S", "H", "S", "H", "H"], "xyz": [[0.042326, 1.364007, -0.200788], [-1.191494, 0.800374, -0.272922], [1.364883, 0.783292, 0.349566], [-1.896782, -0.739000, 0.136008], [-0.129477, 2.453373, 0.068705], [1.805722, -0.821613, -0.128145], [2.085948, 1.758145, 1.138097], [-1.836117, 1.708238, -0.386953]], "forces_ev_per_angstrom": [[2.88, 2.39, 2.81], [-2.14, -1.58, 1.61], [-0.25, -0.30, -0.77], [1.87, 3.11, -1.22], [1.22, -3.46, -1.02], [-0.91, 4.47, 1.66], [-2.42, -3.32, -2.68], [-0.26, -1.32, -0.39]]}



{"formula": "C2H3NS2", "method": "ωB97M-V with the def2-TZVPD basis set", "e_tot_ev": -25281.2612, "homo_ev": -9.0, "gap_ev": 9.1, "lumo_energy_ev": 0.12, "spin_multiplicity": 1, "charge": 0, "species": ["C", "S", "H", "H", "C", "S", "N", "H"], "xyz": [[-1.701043, 0.775952, 0.642407], [-3.410300, 0.695678, 0.192522], [-1.158852, 1.513366, 1.158138], [0.522013, -1.237549, 1.301679], [-1.147371, -0.340297, 0.214861], [-2.556711, -1.090194, -0.518171], [0.323768, -1.072622, 0.309174], [0.953621, -0.372870, -0.101521]], "forces_ev_per_angstrom": [[0.38, 0.72, 0.47], [1.11, -0.37, -0.03], [0.03, 1.26, 0.69], [-0.08, 0.42, -0.50], [2.58, -3.02, -0.24], [-0.11, -0.78, -0.38], [-3.78, 2.23, -0.54], [-0.13, -0.45, 0.54]]}



{"formula": "C2H3NS3", "method": "ωB97M-V with the def2-TZVPD basis set", "e_tot_ev": -36114.9781, "homo_ev": -8.4, "smiles": "C#[N+][S-].S=CS", "gap_ev": 7.8, "lumo_energy_ev": -0.54, "spin_multiplicity": 1, "charge": 0, "species": ["H", "S", "N", "C", "S", "H", "H", "S", "C"], "xyz": [[0.534154, -2.080921, 0.519614], [0.287840, -1.035827, 1.209183], [-3.131156, -0.431698, 0.976367], [1.191856, 0.014614, 0.165953], [0.665945, 1.468187, -0.082518], [2.118783, -0.361291, -0.292568], [-1.943974, 0.651264, 2.509221], [-3.858144, -0.867718, -0.278108], [-2.362023, -0.044665, 1.789881]], "forces_ev_per_angstrom": [[0.50, -1.94, -0.78], [0.07, 0.84, 0.90], [3.93, 2.36, 4.09], [0.55, -1.18, -0.03], [-0.29, 2.21, -0.39], [-0.42, -0.11, 0.21], [-0.25, -0.58, -0.38], [-2.06, -1.40, -2.85], [-2.02, -0.20, -0.76]]}



{"formula": "C2H3NS4", "method": "ωB97M-V with the def2-TZVPD basis set", "e_tot_ev": -46950.8720, "homo_ev": [-8.3, -8.3], "gap_ev": [6.9, 6.9], "lumo_energy_ev": [-1.36, -1.36], "spin_multiplicity": 1, "charge": 0, "species": ["H", "S", "C", "H", "S", "H", "S", "S", "N", "C"], "xyz": [[-1.755764, -1.229081, 0.461814], [0.891032, -0.734488, 2.136338], [-0.984070, -0.553834, 0.496633], [0.401455, 0.505491, -2.834005], [-0.412653, -0.538394, -2.243039], [0.129879, 2.098578, 0.692004], [0.541877, 1.616613, -0.559593], [2.060536, -0.744833, 0.581434], [-0.627991, -0.486283, 1.790163], [-0.244302, 0.066231, -0.521747]], "forces_ev_per_angstrom": [[-2.00, -1.36, -1.46], [0.76, 0.35, -0.18], [2.41, 2.47, -0.79], [-1.34, -1.56, 0.88], [1.10, 1.65, 0.17], [0.47, -0.60, -1.09], [-0.63, 0.42, 1.60], [0.14, -0.37, 1.22], [0.87, -0.03, 0.82], [-1.78, -0.97, -1.17]]}



{"formula": "C2H3O2", "method": "ωB97M-V with the def2-TZVPD basis set", "e_tot_ev": -6218.1650, "homo_ev": -3.3, "smiles": "CC(=O)[O-]", "gap_ev": 8.0, "lumo_energy_ev": 4.75, "spin_multiplicity": 1, "charge": -1, "species": ["O", "H", "H", "C", "H", "C", "O"], "xyz": [[0.296787, -1.622117, 1.039638], [0.273779, 0.852592, -1.344811], [-0.297141, 1.514406, 0.157434], [-0.445298, -0.873795, 0.405341], [1.359719, 0.518772, 0.142048], [0.310123, 0.668723, -0.224513], [-1.497970, -1.058581, -0.175138]], "forces_ev_per_angstrom": [[0.19, 0.49, 0.87], [0.05, -0.95, 1.12], [0.78, -0.31, 0.42], [2.03, 1.42, -2.87], [-0.86, 0.96, -0.27], [-0.28, -1.40, 0.60], [-1.92, -0.22, 0.13]]}



Summary of F_max in eV/Å
6.80; 4.25; 4.26; 5.22; 12.03; 4.91; 4.42; 6.15; 3.54; 3.79
(order as listed above)
Summary of energy relative to the best compared isomer or geometry (same formula, charge and spin) in kJ/mol
176.5; 118.9; 265.9; 323.0; 316.8; 311.6; 126.3; 303.7; 195.0; 81.8
(order as listed above)